Entry 1:
2 unconnected molecules or ions with the total composition C3H9NOS in a non-equilibrium geometry, computed with wB97M-V/def2-TZVPD.

Output
HOMO level (spin up / spin down): -0.331 / -0.331 hartree
frontier orbital gap (spin up / spin down): 8.7 / 8.7 eV
LUMO energy (spin up / spin down): -0.31 / -0.34 eV
total charge: 0

```
15
Properties=species:S:1:pos:R:3:forces:R:3:nbo_charge:R:1
H 2.9054 -0.7511 0.6306 2.22 -1.02 -2.96 0.216
H -3.9842 0.2193 -0.9307 -0.11 0.75 0.08 0.228
H 1.8884 1.9752 -0.3372 -1.32 -1.67 -0.56 0.226
H 0.6069 1.3185 -1.4319 -1.96 1.00 -1.28 0.225
S 0.5448 -0.0225 0.4497 2.64 0.89 0.26 1.322
C 1.3612 1.0316 -0.7952 4.28 0.98 0.34 -0.851
H 2.4858 0.2639 1.7704 0.27 1.68 1.48 0.216
H 2.0058 -1.4192 1.9102 -0.39 0.69 -0.40 0.232
O 0.0490 -1.1487 -0.3164 -1.06 -1.64 -0.82 -0.996
H -2.7936 -0.9638 -1.0115 0.45 0.03 0.28 0.251
C -3.2417 -0.2589 -0.2812 -0.53 -1.08 -1.42 -0.612
H -3.8298 -0.8867 0.3767 -0.08 -0.18 0.76 0.222
N -2.3183 0.5625 0.2886 0.12 0.55 0.26 -0.091
C 2.1250 -0.5468 1.2304 -2.78 -0.92 1.89 -0.821
H 2.1953 0.6266 -1.5522 -1.76 -0.05 2.10 0.233
```
Forces are in eV/Å.

Entry 2:
10 unconnected molecules or ions with the total composition C26H72O14 in a non-equilibrium geometry, computed with wB97M-V/def2-TZVPD.

Output
HOMO level: -0.347 hartree
SMILES: CC(C)O.CC(C)O.CC(C)O.CC(C)O.CC(C)O.CC(C)O.OCCO.OCCO.OCCO.OCCO
frontier orbital gap: 9.7 eV
LUMO energy: 0.29 eV
total charge: 0

```
112
Properties=species:S:1:pos:R:3:forces:R:3:lowdin_charge:R:1
H -23.1233 -3.9525 13.7713 -2.26 -4.29 -0.98 0.019
O -20.5634 -0.2009 11.7315 7.03 -0.53 3.26 -0.001
H -21.1854 1.7230 14.3317 0.00 0.62 0.88 0.052
H -20.6901 1.2230 16.6022 -0.76 -0.76 0.55 0.066
H -23.6403 -4.0960 16.3789 -1.04 0.38 -0.12 0.072
O -21.0726 2.6601 20.6615 -4.22 -1.36 -3.40 -0.015
O -19.4061 -0.4040 23.8037 1.18 -0.55 -1.71 -0.105
H -19.5072 1.4948 12.9756 0.09 0.52 -2.36 0.130
C -15.9985 -1.1968 21.3657 -0.90 -1.88 2.55 -0.048
H -15.8277 -3.7372 22.5534 1.04 0.41 0.67 0.103
C -19.7487 -3.5493 19.3252 -0.11 -3.59 -3.52 -0.256
H -26.4767 1.7710 15.4725 -0.08 0.37 -2.87 0.103
H -20.5980 0.1226 20.1678 -1.38 3.61 4.72 0.014
C -23.3136 2.0693 21.0452 -4.24 -0.44 -0.48 -0.216
H -23.2069 -2.5332 14.1551 -1.55 3.07 0.84 0.022
C -18.5069 -4.2451 18.6131 -0.34 -0.64 1.35 -0.223
C -22.2989 3.1072 21.1718 -0.39 2.23 0.19 -0.242
H -21.1594 -3.0615 23.0990 -0.94 -0.72 0.31 0.076
H -22.0411 1.7005 12.8250 0.10 0.65 -0.52 0.083
H -16.2849 -0.7267 20.5406 -1.63 2.13 -3.64 0.017
H -24.4296 0.2385 17.2460 -0.34 -0.41 1.81 0.083
H -18.1282 0.1143 17.1096 1.74 2.87 -3.59 0.005
H -19.2839 1.8210 22.9023 -3.01 -9.91 5.49 -0.049
H -20.4047 3.5375 17.0189 -3.38 -6.94 0.90 -0.050
H -25.8049 2.1407 16.8887 0.49 2.42 1.78 0.089
H -19.1386 -3.5261 24.8397 0.14 -3.40 0.00 0.013
H -14.0112 -3.6495 19.9644 -0.72 -1.79 0.08 0.057
C -19.2234 -2.5223 24.9070 -0.92 4.20 0.53 -0.032
H -19.1670 4.4766 17.8215 -2.62 0.17 -2.86 0.181
O -18.7026 -4.8346 17.3390 -3.97 4.56 0.08 -0.024
O -24.6487 2.6839 21.2960 0.54 0.77 0.31 -0.104
H -17.6742 -3.6047 18.5240 0.86 1.32 0.17 0.088
H -20.7491 5.2713 16.9534 0.08 -0.92 0.49 0.096
H -18.8205 -1.9301 22.7068 -0.19 -1.08 0.05 0.107
H -19.6604 4.4005 14.7890 -6.49 -3.18 -10.16 0.029
H -27.2525 -0.0849 16.6129 -1.35 -5.61 -2.90 -0.006
C -21.7763 -3.6044 15.4631 -4.22 -1.56 -1.42 -0.450
H -20.2154 -3.1466 18.3347 -0.29 0.16 2.35 0.133
H -16.2516 3.4747 19.3445 -1.14 0.04 3.28 0.141
H -23.3898 1.7439 20.0405 0.60 -0.54 -1.25 0.095
O -19.3665 -2.7439 20.3456 0.90 -0.51 0.78 -0.056
C -14.4869 -2.7114 20.1220 1.56 0.12 1.25 -0.064
H -21.6979 -1.4013 23.7797 0.97 -1.19 -1.10 0.123
H -19.3395 0.2727 14.7844 0.27 -1.18 -0.68 0.078
H -21.1102 -2.9250 15.7692 3.26 2.74 0.20 0.064
C -22.8342 -3.4227 16.6078 1.96 -3.16 -0.03 -0.040
H -19.5565 1.1409 18.8901 1.42 4.81 1.79 0.061
C -21.1183 0.6384 17.4619 -1.39 -0.47 -0.26 -0.032
O -18.2080 3.6748 15.6298 0.68 -0.10 -0.86 -0.046
O -15.1608 -3.0507 22.3467 -1.13 -2.28 1.21 -0.058
C -20.1856 0.6368 12.8911 -1.90 -1.45 0.00 -0.510
C -21.4182 1.1188 13.4877 -2.82 -0.29 0.70 -0.099
O -19.0897 2.5303 22.5277 -1.62 10.53 -4.54 0.024
H -18.2668 -2.0844 25.2252 -0.08 -0.31 -0.31 0.072
H -22.9561 -2.3894 16.6007 -1.19 1.71 0.52 0.027
H -19.9290 -2.2173 25.8463 1.05 -0.71 -2.67 0.135
C -17.9229 2.3541 21.8855 1.46 -2.03 -1.02 -0.263
H -22.4415 -3.8323 17.5919 -0.13 0.87 -1.07 0.089
H -18.2754 6.0302 14.7215 9.91 0.66 -11.06 -0.055
H -17.3693 2.1385 22.7297 3.37 0.09 1.01 0.110
H -19.6529 -1.8813 20.1183 -0.44 2.06 -0.32 0.014
H -20.3460 2.8049 21.1460 3.93 1.10 3.62 -0.028
O -23.5837 1.3232 15.8631 0.32 -4.59 -0.74 -0.057
H -18.8600 -1.3450 17.4349 -0.41 0.15 -0.06 0.071
H -23.7225 2.2154 15.8313 -1.11 3.48 -0.10 0.040
C -19.5775 -1.8617 23.4843 0.58 2.85 3.39 -0.388
H -18.4880 -0.2212 13.1642 0.27 -0.82 1.47 0.085
H -20.3014 -4.4420 19.7958 0.03 1.37 -1.17 0.143
O -21.2313 -4.8924 15.4149 2.75 -0.03 1.54 -0.065
H -22.3506 3.5760 22.1977 0.75 -0.59 -0.88 0.153
H -18.2462 -5.0184 19.3062 0.61 -0.68 0.45 0.104
C -19.9860 0.3739 18.4588 0.42 -4.80 -3.92 -0.387
O -16.3372 3.4551 20.3813 1.43 0.31 -1.09 -0.127
C -15.6478 -2.6110 21.1096 -0.19 -2.05 -1.82 -0.520
H -18.3719 6.4559 16.2835 -0.65 -0.66 -1.04 0.131
H -21.9124 -3.0122 13.1541 0.31 -0.11 1.05 0.090
H -18.1579 3.1560 20.0617 -1.51 0.94 0.57 0.105
O -20.4390 -0.4376 19.5111 0.74 -4.05 -3.58 -0.009
H -19.8776 -1.4128 13.6544 1.33 3.21 1.26 0.152
H -23.4218 1.2109 21.6481 1.26 -1.05 1.12 0.106
C -24.7152 0.5484 16.2878 -0.97 -1.64 -2.53 -0.202
H -16.8045 -1.1654 22.1486 1.12 0.43 -0.51 0.101
H -21.7239 -0.3426 17.1290 1.98 1.94 0.46 0.120
H -15.0395 -0.8128 21.5872 0.70 1.05 1.18 0.085
H -18.0427 3.5129 14.6816 0.47 -0.26 0.78 0.096
C -26.0140 1.3422 16.2863 -0.32 -2.26 2.23 -0.211
H -17.9193 1.3698 21.3087 0.05 1.18 0.11 0.146
C -18.8648 6.0010 15.3558 -8.54 1.60 12.38 -0.014
H -20.0578 -0.2808 24.4563 -1.17 0.66 1.40 0.032
H -14.8168 -2.4150 19.1768 -0.09 1.06 -1.64 0.052
H -22.1559 0.3517 13.8164 0.90 0.00 0.03 0.095
H -18.2228 -5.5727 17.2549 2.75 -4.24 -0.33 0.025
C -20.0661 4.3997 16.8609 5.18 8.12 1.32 0.007
C -18.6590 -0.3331 17.8088 -3.05 -2.87 4.12 0.018
H -21.9752 1.2294 17.9209 1.33 -0.35 -0.36 0.075
H -19.7246 6.6486 15.1333 0.16 -0.20 -0.07 0.111
H -20.3701 -4.8363 15.9956 -2.29 -0.48 -1.51 0.114
C -19.4056 -0.2554 13.7973 -0.34 -2.83 -1.60 -0.061
O -27.0764 0.6770 16.9975 1.85 5.33 2.83 -0.006
H -13.4947 -2.2754 20.4698 -1.63 0.88 -0.24 0.112
H -21.1304 -1.7534 22.0356 -0.24 0.54 -0.03 0.060
H -25.3807 2.3643 20.7478 0.83 -0.23 -0.02 0.078
H -16.5366 -3.3465 20.7122 1.82 1.97 0.93 0.170
H -17.9603 4.5082 21.2407 -0.09 0.44 0.72 0.123
C -19.3058 4.6065 15.5797 5.18 1.64 10.22 -0.485
H -22.7389 3.8693 20.4704 0.74 -0.10 0.68 0.136
C -21.0032 -2.0014 23.0833 -0.41 -0.09 0.06 -0.061
H -17.8879 -0.5241 18.5796 -0.63 0.25 0.28 0.075
C -22.4929 -3.2525 14.0748 4.50 0.93 1.11 -0.013
C -17.6708 3.5122 20.9851 1.30 -1.80 -4.50 -0.186
H -21.2988 -0.0313 11.2841 -4.88 2.06 -2.43 0.002
H -24.9677 -0.5510 15.7501 1.39 2.95 0.47 0.176
```
Forces are in eV/Å.